DFT (ωB97M-V/def2-TZVPD) results for an isolated molecule of C6H12O.

XYZ file:
```
19
Properties=species:S:1:pos:R:3:forces:R:3:lowdin_charge:R:1
C 1.1449 1.0961 -0.8472 0.0099 0.0520 -0.0881 -0.073
C 0.9815 0.5068 0.5545 -0.0267 0.0177 -0.0404 -0.331
C -0.2613 1.0770 1.2731 0.1444 0.1427 -0.0532 -0.160
O -1.2837 0.0782 1.2148 -0.1912 0.0142 -0.1353 -0.113
C -0.8819 -0.9933 0.3654 -0.1019 -0.0704 -0.8221 -0.349
C -1.4283 -0.8928 -1.1122 0.1360 0.1890 0.1236 -0.042
C 0.6503 -0.9961 0.5144 -0.0659 -0.0501 -0.1701 -0.107
H 1.3600 2.1695 -0.8073 0.0092 -0.1426 0.0295 0.080
H 0.2262 0.9666 -1.4269 0.1928 0.0749 0.0521 0.061
H 1.9577 0.6017 -1.3913 -0.0875 0.0986 0.0836 0.081
H 1.8943 0.7049 1.1343 -0.2606 -0.1070 -0.1026 0.134
H -0.0544 1.3241 2.3267 -0.1592 -0.2040 -0.2564 0.121
H -0.6187 1.9950 0.7804 0.0847 -0.1829 0.0870 0.120
H -1.3812 -1.8919 0.6972 0.2539 -0.2559 0.8449 0.127
H -2.2604 -1.5887 -1.3157 0.2921 0.2193 0.4143 0.072
H -0.6576 -1.1368 -1.8543 -0.0736 0.1767 0.1845 0.071
H -1.8162 0.1112 -1.3098 0.1584 -0.0808 -0.0172 0.074
H 1.1401 -1.5215 -0.3095 0.0319 0.0922 0.0611 0.114
H 0.9766 -1.4646 1.4537 -0.3466 0.0162 -0.1953 0.120
```
Positions in Å, forces in eV/Å.

HOMO, eV: -9.49
SMILES: C[C@H]1CO[C@@H](C)C1
HOMO-LUMO gap, eV: 10.54
Molar mass, g/mol: 100.16
ΔE to the lowest compared entry with this formula, charge and spin, eV: 0.6783